[1]
78
Properties=species:S:1:pos:R:3 method="wB97M-V/def2-TZVPD" relative_energy_ev=0.549 total_charge=-1
Au -2.77 -3.31 -3.38
C 6.01 -0.44 7.16
O 6.34 -0.84 5.84
C 5.31 -1.09 4.98
C 3.97 -1.00 5.33
C 3.00 -1.27 4.37
C 3.35 -1.64 3.08
C 4.70 -1.73 2.76
C 5.68 -1.46 3.69
C 2.28 -1.92 2.11
N 1.00 -1.91 2.37
C 0.39 -2.22 1.17
C 1.32 -2.42 0.19
N 2.54 -2.23 0.80
C 0.99 -2.76 -1.16
C 1.95 -2.93 -2.16
C 1.54 -3.19 -3.44
C 0.18 -3.31 -3.69
N -0.75 -3.17 -2.75
C -0.37 -2.88 -1.48
C -1.39 -2.65 -0.43
N -2.68 -2.73 -0.79
C -3.62 -2.48 0.09
C -3.33 -2.13 1.42
C -2.02 -2.05 1.81
C -1.01 -2.32 0.87
H 6.95 -0.28 7.67
H 5.44 -1.21 7.68
H 5.44 0.49 7.15
H 3.66 -0.71 6.32
H 1.95 -1.20 4.62
H 5.01 -2.02 1.76
H 6.73 -1.53 3.44
H 3.44 -2.26 0.36
H 3.00 -2.81 -1.94
H 2.25 -3.30 -4.25
H -0.19 -3.51 -4.68
H -4.64 -2.53 -0.27
H -4.13 -1.92 2.11
H -1.73 -1.78 2.82
F -4.66 1.65 -0.98
C -3.83 1.56 0.05
C -2.45 1.62 -0.14
C -1.68 1.51 1.00
F -0.34 1.51 0.95
C -2.22 1.36 2.27
F -1.43 1.25 3.34
C -3.59 1.31 2.41
F -4.13 1.17 3.63
C -4.40 1.42 1.30
F -5.73 1.37 1.45
Ge -1.78 1.54 -2.02
S -2.51 -0.18 -2.97
C -2.23 3.27 -2.92
C -1.83 3.41 -4.24
F -1.03 2.50 -4.81
C -2.21 4.48 -5.03
F -1.79 4.57 -6.30
C -3.01 5.46 -4.50
F -3.38 6.50 -5.25
C -3.42 5.37 -3.18
F -4.18 6.34 -2.66
C -3.02 4.29 -2.42
F -3.42 4.30 -1.14
C 0.18 1.81 -1.82
C 0.69 3.00 -1.32
F -0.15 3.96 -0.89
C 2.04 3.27 -1.20
F 2.47 4.43 -0.70
C 2.95 2.31 -1.58
F 4.26 2.54 -1.46
C 2.50 1.10 -2.08
F 3.38 0.15 -2.43
C 1.13 0.88 -2.19
F 0.79 -0.32 -2.67
S -7.33 -3.08 -3.31
C -5.76 -3.35 -3.71
N -4.66 -3.58 -4.04

***

[2]
125
Properties=species:S:1:pos:R:3 method="wB97M-V/def2-TZVPD" relative_energy_ev=1.979 total_charge=+1
La 14.21 -19.00 -6.28
C 14.69 -20.35 -11.17
C 15.06 -19.33 -10.15
C 15.42 -17.96 -10.73
C 16.15 -19.77 -9.20
C 17.41 -20.29 -9.53
C 17.96 -20.68 -8.36
N 17.14 -20.31 -7.37
N 15.98 -19.77 -7.86
B 17.29 -20.59 -5.85
N 16.29 -21.54 -5.24
C 16.50 -22.63 -4.52
C 15.32 -23.06 -4.02
C 14.37 -22.20 -4.56
N 14.96 -21.21 -5.20
C 12.81 -22.34 -4.18
C 12.68 -23.60 -3.24
C 11.86 -22.47 -5.36
N 17.33 -19.30 -4.94
C 18.32 -18.96 -4.11
C 18.01 -17.74 -3.53
C 16.72 -17.51 -3.94
N 16.28 -18.45 -4.78
C 15.86 -16.40 -3.54
C 15.60 -16.52 -2.02
C 14.67 -16.07 -4.50
H 13.90 -19.95 -11.80
H 15.56 -20.56 -11.79
H 14.33 -21.27 -10.74
H 14.19 -19.15 -9.48
H 16.27 -17.92 -11.38
H 14.61 -17.66 -11.35
H 15.49 -17.20 -10.02
H 17.83 -20.30 -10.49
H 18.83 -21.25 -8.11
H 18.39 -21.10 -5.63
H 17.48 -22.96 -4.31
H 15.18 -23.97 -3.45
H 12.68 -21.43 -3.53
H 12.96 -24.54 -3.75
H 13.21 -23.57 -2.29
H 11.62 -23.69 -2.99
H 12.02 -23.36 -5.99
H 10.85 -22.68 -4.98
H 11.86 -21.60 -5.96
H 19.22 -19.58 -4.04
H 18.65 -17.34 -2.77
H 16.49 -15.52 -3.67
H 15.02 -17.46 -1.90
H 16.53 -16.68 -1.49
H 15.09 -15.69 -1.59
H 13.80 -16.72 -4.23
H 14.29 -15.12 -4.36
H 15.03 -16.14 -5.52
C 11.55 -13.71 -8.83
N 12.61 -13.23 -9.59
C 13.88 -13.06 -9.05
P 15.24 -14.35 -9.20
C 16.38 -13.43 -8.06
C 16.94 -12.19 -8.45
C 17.73 -11.46 -7.56
C 17.91 -11.93 -6.22
C 17.47 -13.19 -5.93
C 16.71 -13.93 -6.83
C 16.02 -14.17 -10.81
C 15.24 -13.90 -11.94
C 15.79 -14.02 -13.23
C 17.18 -14.13 -13.36
C 17.99 -14.37 -12.25
C 17.40 -14.33 -11.02
C 12.28 -12.38 -10.69
C 12.47 -11.07 -10.63
C 12.30 -10.22 -11.77
C 12.00 -10.82 -12.96
C 11.66 -12.12 -13.01
C 11.79 -12.94 -11.93
P 11.49 -15.59 -8.76
C 10.46 -16.02 -10.15
C 9.26 -15.46 -10.48
C 8.57 -16.00 -11.52
C 9.07 -17.13 -12.24
C 10.28 -17.65 -11.95
C 11.00 -17.04 -10.94
C 10.43 -15.95 -7.33
C 10.67 -15.30 -6.05
C 9.94 -15.63 -4.95
C 8.92 -16.56 -5.02
C 8.52 -17.06 -6.22
C 9.31 -16.88 -7.27
H 10.62 -13.36 -9.24
H 11.57 -13.28 -7.83
H 13.97 -12.92 -7.89
H 14.33 -12.17 -9.50
H 16.78 -11.92 -9.51
H 18.11 -10.56 -7.99
H 18.50 -11.32 -5.51
H 17.60 -13.57 -4.91
H 16.26 -14.88 -6.50
H 14.18 -13.67 -11.81
H 15.16 -13.95 -14.13
H 17.60 -14.23 -14.31
H 19.04 -14.68 -12.38
H 17.95 -14.70 -10.13
H 12.73 -10.63 -9.68
H 12.48 -9.11 -11.70
H 11.79 -10.20 -13.81
H 11.26 -12.59 -13.89
H 11.55 -13.97 -12.06
H 8.73 -14.67 -10.00
H 7.56 -15.70 -11.86
H 8.38 -17.47 -12.90
H 10.57 -18.51 -12.45
H 12.07 -17.46 -10.68
H 11.53 -14.59 -5.95
H 10.07 -15.06 -4.04
H 8.31 -16.73 -4.13
H 7.66 -17.71 -6.18
H 9.07 -17.38 -8.15
O 13.98 -16.98 -7.69
H 13.15 -16.56 -8.15
H 14.65 -16.39 -8.08
I 11.75 -19.96 -8.12
O 12.16 -18.50 -4.80
H 11.49 -19.10 -5.25
H 11.64 -17.63 -4.60

***

[3]
79
Properties=species:S:1:pos:R:3 method="wB97M-V/def2-TZVPD" energy_ha=-1995.65781
O -0.31 -0.42 1.78
O 4.00 -0.49 0.06
C 0.01 0.64 2.72
C -0.88 0.64 3.94
H -0.07 1.57 2.15
H 1.06 0.52 3.00
H -1.94 0.52 3.68
H -0.78 1.59 4.47
H -0.58 -0.16 4.62
C -0.35 -1.72 2.42
C 1.02 -2.19 2.83
H -0.83 -2.38 1.68
H -1.02 -1.68 3.29
H 1.75 -2.10 2.01
H 0.95 -3.25 3.12
H 1.38 -1.64 3.71
C 4.60 -1.42 -0.87
C 4.92 0.02 1.04
C 4.32 -2.87 -0.52
H 5.70 -1.26 -0.93
H 4.15 -1.17 -1.84
H 4.80 -3.14 0.43
H 4.74 -3.51 -1.30
H 3.25 -3.06 -0.46
C 5.63 -1.05 1.86
H 4.32 0.66 1.69
H 5.68 0.64 0.53
H 4.92 -1.76 2.30
H 6.18 -0.58 2.68
H 6.35 -1.60 1.25
H 1.92 0.51 -0.32
Sn -1.27 -0.18 -0.61
C 1.69 0.73 -1.39
Si 2.72 2.19 -2.03
H 1.85 -0.21 -1.95
H 0.64 1.06 -1.49
C 3.12 3.35 -0.61
C 1.79 3.16 -3.34
C 4.36 1.71 -2.80
C -2.40 1.59 0.21
Si -3.91 2.17 -0.75
H -1.62 2.36 0.34
H -2.73 1.27 1.22
C -3.33 3.18 -2.20
C -4.99 3.13 0.45
C -4.88 0.67 -1.33
H 4.90 2.65 -2.98
H 4.21 1.20 -3.76
H 4.96 1.07 -2.14
H 2.22 3.85 -0.22
H 3.82 4.12 -0.98
H 3.61 2.82 0.22
H 0.73 3.30 -3.10
H 1.86 2.67 -4.32
H 2.25 4.16 -3.43
H -4.37 3.73 1.13
H -5.59 2.44 1.06
H -5.67 3.79 -0.09
H -5.35 0.15 -0.48
H -4.24 -0.05 -1.85
H -5.67 1.00 -2.01
H -4.18 3.73 -2.64
H -2.89 2.54 -2.97
H -2.58 3.92 -1.88
C -4.87 -3.01 0.71
C -3.64 -2.40 0.15
N -2.93 -1.44 0.74
O -3.51 -1.01 1.94
C -3.08 -2.87 -1.08
C -3.50 -4.10 -1.80
N -1.99 -2.18 -1.51
O -1.27 -2.67 -2.45
H -5.18 -2.51 1.62
H -4.70 -4.08 0.92
H -5.69 -2.99 -0.01
H -2.79 -0.56 2.43
H -3.64 -3.93 -2.87
H -2.73 -4.90 -1.70
H -4.43 -4.49 -1.38